The following is a DFT calculation (ωB97M-V/def2-TZVPD) of a molecular structure, C25H21CaCl3NO9S2.

ORCA input file:
```
! wB97M-V def2-TZVPD RIJCOSX def2/J DEFGRID3
* xyz -1 1
Ca 0.4377 -0.7363 0.1136
O 4.2364 -4.0968 -3.9463
C 3.4365 -3.3106 -3.1677
C 2.1365 -2.9869 -3.5503
C 1.3837 -2.2115 -2.6929
N 1.8742 -1.7609 -1.5431
C 3.1341 -2.0201 -1.2021
C 3.9542 -2.8237 -1.9780
C 3.6107 -1.3467 0.0994
O 4.7633 -1.5787 0.4597
O 2.7371 -0.6050 0.6447
C -0.0502 -1.7719 -2.9929
O -0.4803 -1.9381 -4.1368
O -0.6348 -1.2306 -2.0028
H 3.7366 -4.3705 -4.7214
H 1.6893 -3.3064 -4.4845
H 4.9603 -3.0390 -1.6492
O 0.4106 1.3204 1.5590
S 0.0178 1.9370 2.8629
C -0.9483 3.4288 2.4487
C -1.9112 3.2663 1.2745
C -1.2697 3.6323 -0.0670
C -2.0317 3.0995 -1.2796
S -1.7182 1.3470 -1.6855
O -1.5937 0.6946 -0.3388
C -0.0674 1.5180 -2.3710
C 1.0438 1.6674 -1.5508
C 2.3112 1.6229 -2.1111
C 2.4593 1.4499 -3.4816
C 1.3410 1.3111 -4.2923
C 0.0694 1.3308 -3.7362
C -1.3021 0.9672 3.5733
C -1.4297 0.9966 4.9537
C -2.4193 0.2371 5.5604
C -3.2499 -0.5588 4.7863
C -3.0995 -0.5944 3.4074
C -2.1240 0.1714 2.7899
H -0.2015 4.2027 2.2508
H -1.4553 3.6855 3.3805
H -2.7820 3.9047 1.4488
H -2.2732 2.2421 1.2341
H -0.2437 3.2703 -0.0894
H -1.2097 4.7217 -0.1517
H -1.8030 3.6542 -2.1921
H -3.1111 3.1573 -1.1161
H 0.9313 1.7797 -0.4764
H 3.1760 1.6786 -1.4625
H 3.4505 1.3885 -3.9122
H 1.4566 1.1284 -5.3525
H -0.8004 1.1198 -4.3455
H -0.7425 1.5851 5.5509
H -2.5169 0.2409 6.6383
H -3.9958 -1.1824 5.2615
H -3.7211 -1.2471 2.8082
H -1.9885 0.1265 1.7199
Cl -1.7777 -3.3202 -0.0112
C -1.2769 -4.0054 1.5481
Cl -2.6177 -4.9481 2.2231
Cl 0.1156 -5.0813 1.2753
C -0.8027 -2.8564 2.5383
O -1.0902 -2.9972 3.7133
O -0.1340 -1.9592 1.9670
*
```

Total energy: -123867.7130 eV
Relative energy (zero: lowest compared OMol25 entry of this formula, charge and spin): 0.0918 eV
Orbital gap: 8.16 eV



The following is a DFT calculation (ωB97M-V/def2-TZVPD) of a molecular structure, C9H27Be2ClN3O5.

ORCA input file:
```
! wB97M-V def2-TZVPD RIJCOSX def2/J DEFGRID3
* xyz 5 1
Be -2.1587 4.3511 4.1049
Be 3.8504 5.7014 3.2940
N 2.2404 0.4130 4.9148
H 1.3193 0.0616 5.2051
H 2.2132 0.6351 3.9006
H 2.8405 -0.3976 5.1186
H 2.4623 1.2377 5.4740
N 0.6896 5.3227 -1.4499
H 0.6345 4.8152 -2.3389
H 1.6958 5.4000 -1.2501
H 0.2549 4.7276 -0.7335
H 0.4248 6.3115 -1.5287
Cl 1.0033 2.8974 1.9794
O 1.8088 4.0790 2.2269
O -0.1572 2.9533 2.8698
O 0.4727 2.9644 0.6271
O 1.7562 1.6821 2.1664
C -1.3156 -0.7478 0.8450
C -1.3629 -2.0404 -0.1528
C -2.5516 -1.8373 -1.1251
C -2.1367 -1.1384 -2.4219
C -0.9296 -1.8515 -3.0389
C 0.2914 -1.8516 -2.0697
N -0.1697 -2.3784 -0.8238
O 0.8445 -2.6985 -0.0212
C 1.3825 -2.7600 -2.6781
C 0.7688 -0.3666 -1.9699
C -1.7610 -3.2221 0.8236
H -1.1561 0.2388 0.4045
H -0.7288 -0.9657 1.7343
H -2.3656 -0.6337 1.1081
H -3.1782 -2.7185 -1.2848
H -3.2158 -1.0907 -0.6825
H -1.7846 -0.1302 -2.1543
H -2.9901 -0.9836 -3.0794
H -0.6300 -1.4450 -3.9982
H -1.2706 -2.8903 -3.1167
H 2.3907 -2.6473 -2.2910
H 1.0865 -3.8123 -2.6276
H 1.3956 -2.6212 -3.7619
H 0.8135 0.0517 -2.9735
H 0.1411 0.2627 -1.3431
H 1.7695 -0.2993 -1.5322
H -0.9990 -3.4265 1.5725
H -1.8483 -4.1175 0.2022
H -2.7511 -3.0652 1.2431
H 0.9104 -1.9686 0.6328
*
```

Total energy: -37726.0511 eV
Relative energy (zero: lowest compared OMol25 entry of this formula, charge and spin): 0.0000 eV
Orbital gap: 2.41 eV



The following is a DFT calculation (ωB97M-V/def2-TZVPD) of a molecular structure, C25H26N8OPd.

ORCA input file:
```
! wB97M-V def2-TZVPD RIJCOSX def2/J DEFGRID3
* xyz 0 1
Pd 0.3945 0.4459 0.2251
N 1.0485 2.9885 -1.9875
C 0.1958 2.0472 -2.5424
C -0.6416 2.4841 -3.5861
C -1.5176 1.5920 -4.1531
C -1.5495 0.2803 -3.6799
C -0.6921 -0.0535 -2.6560
N 0.1683 0.8019 -2.0831
C 1.7798 2.9430 -0.8016
C 2.0112 4.1574 -0.1399
C 2.7786 4.1529 1.0039
C 3.2836 2.9431 1.4711
C 2.9891 1.7974 0.7593
N 2.2587 1.7820 -0.3658
H 0.8574 3.9254 -2.2994
H -0.5915 3.5108 -3.9272
H -2.1714 1.9084 -4.9557
H -2.2144 -0.4613 -4.0995
H -0.6704 -1.0604 -2.2543
H 1.5818 5.0752 -0.5224
H 2.9744 5.0774 1.5321
H 3.8902 2.8859 2.3640
H 3.3347 0.8271 1.0923
N -2.9986 -0.7286 0.9689
C -2.6562 0.4937 1.5417
C -3.7201 1.3656 1.8342
C -3.4403 2.5869 2.3998
C -2.1159 2.9220 2.6710
C -1.1417 2.0000 2.3542
N -1.3923 0.8066 1.7953
C -2.2240 -1.6841 0.3221
C -2.8741 -2.5516 -0.5717
C -2.1298 -3.5215 -1.2049
C -0.7617 -3.6029 -0.9535
C -0.2168 -2.7000 -0.0629
N -0.9265 -1.7614 0.5734
H -3.9747 -0.7854 0.7330
H -4.7396 1.0750 1.6118
H -4.2434 3.2753 2.6296
H -1.8474 3.8681 3.1184
H -0.0939 2.1997 2.5480
H -3.9365 -2.4526 -0.7578
H -2.6052 -4.2037 -1.8981
H -0.1387 -4.3415 -1.4375
H 0.8433 -2.7007 0.1679
N 1.6069 -0.8643 2.1697
C 1.2857 -1.6712 2.9324
N 0.7493 -2.5878 3.7253
C -0.7107 -2.6972 3.7666
C -1.1041 -3.1583 5.1571
O -0.4357 -4.3630 5.4989
C 0.9696 -4.1892 5.5071
C 1.4730 -3.7820 4.1325
H -1.0523 -3.4239 3.0198
H -1.1407 -1.7263 3.5217
H -2.1717 -3.3683 5.2054
H -0.8606 -2.3782 5.8900
H 1.4008 -5.1431 5.8081
H 1.2462 -3.4231 6.2432
H 1.2884 -4.5958 3.4196
H 2.5404 -3.5662 4.1495
*
```

Total energy: -43793.4611 eV
Orbital gap: 5.78 eV



The following is a DFT calculation (ωB97M-V/def2-TZVPD) of 2 unconnected molecules or ions with the total composition C55H69N3O2.

ORCA input file:
```
! wB97M-V def2-TZVPD RIJCOSX def2/J DEFGRID3
* xyz 0 1
C 1.5377 3.4312 -1.6138
C 0.8440 4.1032 -0.4320
C 0.5739 5.5855 -0.7157
C 1.6625 3.8977 0.8209
C 2.7157 4.7451 1.1223
C 3.5049 4.5231 2.2312
C 3.2433 3.4490 3.0570
C 2.2106 2.5719 2.7744
C 1.9500 1.3881 3.6784
C 1.5531 1.8459 5.0846
C 3.1621 0.4556 3.7124
C 1.4166 2.7886 1.6418
N 0.3738 1.8465 1.2994
N 0.5591 0.8074 0.4885
N -0.6024 0.1957 0.4011
C -0.8103 -1.0531 -0.3079
C -0.6309 -2.2799 0.3449
C -0.2018 -2.3054 1.7959
C 1.3246 -2.3091 1.8953
C -0.8122 -3.4873 2.5580
C -0.7783 -3.4556 -0.3733
C -1.1194 -3.4290 -1.7082
C -1.3049 -2.2235 -2.3486
C -1.1575 -1.0303 -1.6635
C -1.2731 0.2961 -2.3781
C -2.4310 0.3153 -3.3833
C 0.0565 0.6434 -3.0441
C -1.6198 0.8307 1.1688
C -3.0004 0.3903 1.3029
C -3.5612 0.1019 2.5596
C -4.8482 -0.3675 2.6636
C -5.6259 -0.5342 1.5322
C -5.1067 -0.2344 0.2860
C -3.8142 0.2124 0.1707
C -0.9635 1.9247 1.7784
C -1.4980 2.8864 2.5716
H 1.7184 2.3783 -1.3970
H 0.9495 3.5013 -2.5296
H 2.5067 3.8938 -1.8080
H -0.1256 3.6005 -0.2611
H 0.1614 6.0817 0.1635
H 1.4924 6.1083 -0.9855
H -0.1214 5.7216 -1.5459
H 2.9333 5.5787 0.4750
H 4.3173 5.1949 2.4610
H 3.8556 3.2798 3.9271
H 1.1001 0.8318 3.2439
H 0.6768 2.4953 5.0494
H 1.3273 1.0021 5.7398
H 2.3614 2.4108 5.5516
H 3.4251 0.1257 2.7065
H 4.0319 0.9654 4.1278
H 2.9843 -0.4286 4.3264
H -0.5776 -1.3721 2.2547
H 1.7451 -1.4251 1.4125
H 1.6679 -2.3243 2.9314
H 1.7400 -3.1884 1.3987
H -1.8944 -3.5182 2.4241
H -0.4097 -4.4354 2.1996
H -0.5992 -3.4398 3.6274
H -0.6159 -4.4023 0.1121
H -1.2359 -4.3507 -2.2535
H -1.5522 -2.2066 -3.3957
H -1.4747 1.0568 -1.6013
H -3.3533 -0.0486 -2.9289
H -2.6153 1.3170 -3.7755
H -2.2180 -0.3281 -4.2372
H 0.8632 0.6296 -2.3096
H 0.3053 -0.0871 -3.8154
H 0.0330 1.6268 -3.5163
H -2.9522 0.2221 3.4373
H -5.2518 -0.6233 3.6291
H -6.6355 -0.9001 1.6183
H -5.7239 -0.3319 -0.5919
H -3.4121 0.4645 -0.7921
H -2.5428 2.8891 2.7986
H -0.8996 3.6893 2.9463
C -5.5344 6.2440 -3.4933
O -6.0046 5.0185 -2.9834
C -5.7722 4.8254 -1.6360
C -6.2396 3.6313 -1.0546
C -6.0747 3.3805 0.2769
C -5.4664 4.3320 1.1161
C -5.4138 4.1120 2.5402
C -5.6495 5.0874 3.4935
C -5.4737 4.8170 4.8839
C -5.7784 5.7259 5.8403
C -5.5828 5.4614 7.3368
C -4.6103 6.5097 7.9135
C -5.0027 4.0553 7.5689
C -6.9440 5.5689 8.0520
C -6.3204 7.0253 5.4491
O -6.5992 7.8691 6.2923
C -6.5262 7.3009 4.0330
C -7.1179 8.6491 3.6129
C -8.5112 8.8177 4.2467
C -7.2552 8.7378 2.0778
C -6.1833 9.7669 4.1048
C -6.1849 6.3589 3.1282
C -4.9611 5.5083 0.5263
C -5.1058 5.7472 -0.8087
H -5.7898 6.2983 -4.5511
H -6.0058 7.0789 -2.9745
H -4.4512 6.2988 -3.3903
H -6.7643 2.9310 -1.6801
H -6.4529 2.4726 0.7155
H -5.2776 3.0982 2.8809
H -5.0754 3.8550 5.1478
H -5.0170 7.5133 7.7967
H -4.4342 6.3474 8.9762
H -3.6503 6.4788 7.3984
H -5.6769 3.2928 7.1799
H -4.0407 3.9477 7.0685
H -4.8511 3.8566 8.6288
H -7.6590 4.8570 7.6398
H -6.8479 5.3775 9.1202
H -7.3623 6.5672 7.9305
H -8.4446 8.7883 5.3328
H -8.9627 9.7688 3.9676
H -9.1833 8.0195 3.9330
H -6.2895 8.5954 1.5930
H -7.9357 7.9718 1.7054
H -7.6434 9.7055 1.7619
H -5.1811 9.6396 3.6971
H -6.5493 10.7517 3.8186
H -6.1049 9.7429 5.1905
H -6.3682 6.5361 2.0880
H -4.4425 6.2157 1.1512
H -4.6899 6.6419 -1.2345
*
```

Total energy: -66718.6066 eV
Orbital gap: 5.55 eV



The following is a DFT calculation (ωB97M-V/def2-TZVPD) of a molecular structure, C17H37CuN5O4.

ORCA input file:
```
! wB97M-V def2-TZVPD RIJCOSX def2/J DEFGRID3
* xyz 2 2
C 3.4823 4.9643 2.8424
C 2.4697 3.8919 2.4899
N 2.9186 3.0314 1.3758
C 2.1120 2.1028 0.7543
C 2.7314 1.7511 -0.3894
N 3.9241 2.4361 -0.4332
C 3.9833 3.2367 0.6113
C 4.9074 2.2978 -1.5109
H 3.6087 5.6151 1.9710
H 4.4413 4.5385 3.1270
H 3.0868 5.6048 3.6242
H 1.5189 4.3517 2.2246
H 2.2889 3.2302 3.3387
H 1.1521 1.8306 1.1568
H 2.4135 1.0477 -1.1380
H 4.7842 3.9234 0.8214
H 4.4648 2.6052 -2.4620
H 5.2110 1.2597 -1.5818
H 5.7306 2.9959 -1.3868
Cu -1.9461 2.5558 -1.8340
C -1.6637 -1.3659 0.2540
C -1.1966 -0.4965 -0.8846
O -1.5723 0.8108 -0.8334
H -1.0868 -1.1944 1.1734
H -1.4781 -2.4217 0.0542
H -2.6911 -1.1927 0.5703
H -1.4691 -0.9010 -1.8769
H -0.0807 -0.4773 -0.8926
C -2.4428 0.6569 3.4899
O -2.3138 0.0192 4.4987
N -2.0089 1.9402 3.3128
C -2.1843 2.6195 2.0669
C -1.4224 2.6821 4.4039
H -2.9352 0.2706 2.5777
H -2.7546 3.5464 2.1584
H -2.6826 1.9796 1.3339
H -1.2134 2.8539 1.5880
H -1.8866 3.6663 4.4737
H -1.6310 2.1785 5.3462
H -0.3338 2.7411 4.3193
C -3.2559 -1.6303 -4.2508
O -3.0582 -0.7512 -5.0801
N -4.1046 -2.6604 -4.3751
C -4.2879 -3.6500 -3.3388
C -4.9016 -2.7863 -5.5820
H -2.7409 -1.6534 -3.2665
H -5.3077 -3.6074 -2.9441
H -3.5600 -3.5205 -2.5425
H -4.2003 -4.6550 -3.7585
H -5.7820 -3.3928 -5.3734
H -5.2434 -1.8062 -5.9030
H -4.3372 -3.2865 -6.3688
C 1.7151 -5.4805 0.4103
O 1.8881 -6.3210 -0.4322
N 1.7176 -4.1328 0.1625
C 2.1848 -3.6347 -1.1210
C 1.6876 -3.1797 1.2510
H 1.5150 -5.7017 1.4734
H 1.6009 -2.7428 -1.3762
H 2.0020 -4.3672 -1.9005
H 3.2478 -3.3881 -1.0630
H 1.2712 -2.2495 0.8651
H 1.0527 -3.5666 2.0510
H 2.6617 -3.0214 1.7283
*
```

Total energy: -78490.4650 eV
Orbital gap (alpha / beta): 5.13 / 3.73 eV